Density functional theory data (ωB97M-V with the def2-TZVPD basis set) for C34H37BInN10O6S3 as an isolated structure.

E_LUMO (eV): 1.8
Energy above the lowest of the compared OMol25 structures with the same formula, charge and spin (kJ/mol): 457.61
Total energy (hartree): -3726.51113
Kohn-Sham gap (eV): 6.19

The geometry in ORCA input format:
```
! RIJCOSX wB97M-V def2-TZVPD def2/J DEFGRID3
* xyz -1 1
In -0.98076 -0.16636 1.71787
N -0.66857 -2.64923 5.81541
C -1.02616 -2.24036 4.55293
S -1.85362 -0.74157 4.42318
N -0.70056 -3.08926 3.61207
N -1.03133 -2.67574 2.35507
C -1.16864 -3.60407 1.48121
C -0.96288 -5.04504 1.80171
C 0.32190 -5.54678 1.98015
C 0.51507 -6.89007 2.26121
C -0.57497 -7.74383 2.37251
C -1.85851 -7.24719 2.19952
C -2.05042 -5.90305 1.91073
C -1.60459 -3.23259 0.11355
C -1.71018 -4.18407 -0.89539
C -2.16805 -3.78476 -2.14357
C -2.48408 -2.45710 -2.35911
C -2.31624 -1.56652 -1.30420
N -1.90456 -1.94503 -0.09876
H -1.16550 -2.21274 6.57114
H -0.44776 -3.62845 5.90544
H 1.16606 -4.87221 1.91106
H 1.51911 -7.27151 2.39927
H -0.42358 -8.79278 2.59495
H -2.71314 -7.90619 2.28889
H -3.05130 -5.51160 1.77273
H -1.44076 -5.21281 -0.70145
H -2.26481 -4.50947 -2.94288
H -2.83565 -2.08100 -3.30920
H -2.52521 -0.51230 -1.43966
C 1.88430 -0.77377 4.59912
C 2.40961 0.29410 3.70019
C 3.30165 1.33946 4.01813
C 3.42957 2.06490 2.85760
C 4.23205 3.29990 2.60835
N 2.66109 1.46294 1.91806
N 2.03663 0.37090 2.43540
B 2.46880 1.88651 0.47973
N 1.01911 2.56931 0.31013
N 0.37706 3.08340 1.47406
C -0.60129 3.79879 1.08621
C -1.50762 4.52237 2.02857
C -0.60778 3.95700 -0.40876
C 0.44498 2.94512 -0.77961
C 0.94547 2.64664 -2.14036
N 2.59501 0.77060 -0.55207
N 1.61952 -0.15999 -0.69584
C 1.96424 -0.90757 -1.72855
C 1.09953 -2.03107 -2.19329
C 3.20117 -0.47719 -2.25822
C 3.57011 0.59477 -1.47583
C 4.79999 1.43917 -1.54967
H 2.62050 -1.03894 5.35960
H 1.63032 -1.66783 4.03066
H 0.97644 -0.44508 5.10772
H 3.77816 1.53834 4.96461
H 4.74816 3.58268 3.52527
H 3.59942 4.13483 2.30183
H 4.97885 3.15084 1.82671
H 3.24865 2.76805 0.21529
H -1.40168 4.07794 3.01675
H -2.93216 4.53620 0.69545
H -1.18131 5.57016 2.09128
H -0.05230 4.90400 -0.56474
H 0.34163 3.15445 -2.88790
H 0.88696 1.57104 -2.30968
H 1.99049 2.95135 -2.22900
H 0.47394 -2.38226 -1.37594
H 1.70385 -2.86492 -2.55378
H 0.44065 -1.71627 -3.00541
H 3.75247 -0.90156 -3.08194
H 5.45611 1.05491 -2.32981
H 5.34685 1.43103 -0.60560
H 4.56885 2.48110 -1.77969
O -2.86729 4.43734 1.65359
S -2.64109 2.68628 -1.67624
O -1.81300 4.11684 -1.08459
O -1.60800 1.66716 -1.47178
C -2.51793 3.23902 -3.42552
C -1.92206 4.45006 -3.77311
C -1.81192 4.81497 -5.10491
C -2.30476 3.98388 -6.10216
C -2.92202 2.79514 -5.75937
C -3.03418 2.42498 -4.42615
S -3.87732 0.90047 -4.03326
O -2.92857 -0.15209 -4.33382
O -5.07347 0.90257 -4.84175
O -4.12360 1.08808 -2.59204
H -1.55278 5.11091 -3.00458
H -1.34513 5.75755 -5.36183
H -2.22054 4.27232 -7.14224
H -3.34466 2.14185 -6.51164
*
```